[1]
Here is a molecular structure, C32H27BrIN5O10SV from the Open Molecules 2025 dataset. Energies are from ωB97M-V/def2-TZVPD.

Structure (ORCA input):
```
! RIJCOSX wB97M-V def2-TZVPD def2/J DEFGRID3
* xyz -2 4
V 9.6511 11.4982 11.8769
C 11.6671 7.0756 11.4259
C 11.3706 8.0324 10.2458
N 11.2691 7.4428 9.0733
C 10.7519 8.0561 8.0342
C 10.5797 9.4624 8.0836
C 10.1545 10.3260 6.8899
O 10.9148 11.4880 6.4657
C 10.8018 10.1261 9.2736
C 10.7910 11.5737 9.3359
N 10.6357 12.3251 10.4537
C 11.1230 13.6087 10.6128
C 10.8719 14.6658 9.7108
C 11.4311 15.9104 9.9827
C 12.2484 16.1067 11.0175
C 12.5492 15.0387 11.9042
C 12.0518 13.7588 11.6837
I 12.6417 12.0716 12.9020
C 10.9046 9.3384 10.4365
O 10.6262 9.7900 11.6455
H 11.6935 6.1056 10.9292
H 10.8660 7.2506 12.1470
H 12.6333 7.2849 11.9026
H 10.4435 7.4567 7.2170
H 9.1547 10.7011 7.1373
H 9.9148 9.6968 6.0365
H 11.0980 11.4011 5.5106
H 10.9458 12.0676 8.3895
H 10.3310 14.5240 8.7752
H 11.1115 16.7573 9.3547
H 12.6074 17.0962 11.2736
H 13.1506 15.2997 12.7748
C 8.7284 17.0505 5.0025
O 8.4384 16.9376 6.4018
C 7.4988 17.8491 6.8542
C 6.6529 18.6353 6.1182
C 5.6833 19.3733 6.7760
Br 4.2100 20.0064 5.7485
C 5.8372 19.7596 8.1034
C 6.7215 18.9868 8.9260
C 7.4730 18.0028 8.3080
O 8.4367 17.3434 8.9296
C 6.9782 19.2433 10.3022
N 6.7496 20.4669 10.8340
C 7.2026 20.4122 12.1236
C 7.5139 21.3614 13.1159
C 8.3775 20.9886 14.1244
C 8.7764 19.6140 14.3170
C 8.4345 18.6009 13.3984
C 7.7752 19.0704 12.3000
N 7.6220 18.3599 11.1471
H 9.1683 18.0510 4.7949
H 7.8170 16.8630 4.3463
H 9.4328 16.2336 4.7311
H 6.4513 18.4336 5.0710
H 5.4517 20.6076 8.6108
H 8.4493 17.5435 9.9135
H 7.0905 22.3410 12.9280
H 8.7040 21.6737 14.9098
H 9.4481 19.4556 15.1689
H 8.7516 17.5891 13.3565
H 6.9926 14.3340 12.4368
O 8.4404 14.1738 15.2587
S 8.6050 14.2306 13.8523
O 7.0297 14.3312 13.3614
O 9.0863 13.0194 13.0828
O 9.3381 15.4041 13.3140
O 6.9332 13.3938 9.9956
C 6.8717 12.1795 10.2798
C 5.6519 11.2902 9.9472
C 5.7228 10.1525 10.9442
C 7.0412 10.4737 11.7164
O 7.4840 9.8921 12.7543
N 7.7031 11.5570 11.1831
H 5.7363 10.9197 8.9061
H 4.7224 11.8727 9.8616
H 5.8566 9.1249 10.6247
H 4.9856 10.2326 11.7560
*
```

## Properties
* E_HOMO (alpha / beta): -0.0771 / -0.0771 hartree
* ⟨S²⟩: 3.7930
* orbital gap (alpha / beta): 5.54 / 5.46 eV

Here are the Mulliken charges for atoms 1 to 4, given in e: 0.335 -1.206 0.368 -0.642



[2]
Here is a molecular structure, C32H27Cl2P2PdS from the Open Molecules 2025 dataset. Energies are from ωB97M-V/def2-TZVPD.

Structure (ORCA input):
```
! RIJCOSX wB97M-V def2-TZVPD def2/J DEFGRID3
* xyz 1 3
Pd -0.3698 0.6345 0.7577
C 1.4653 -1.0733 -1.5524
C 0.3974 -2.0668 -1.1046
P -1.1332 -1.1921 -0.5877
C -1.7225 -0.4364 -2.1427
C -2.3350 0.8154 -2.1258
C -2.8037 1.3933 -3.3009
C -2.6573 0.7241 -4.5079
C -2.0562 -0.5284 -4.5369
C -1.5973 -1.1060 -3.3611
C -2.3051 -2.5420 -0.2830
C -3.5999 -2.4865 -0.7949
C -4.4946 -3.5168 -0.5371
C -4.1052 -4.6020 0.2357
C -2.8197 -4.6561 0.7611
C -1.9236 -3.6270 0.5090
P 1.7839 0.1957 -0.2614
C 2.4714 -0.7715 1.1290
C 3.2292 -1.9246 0.9199
C 3.7325 -2.6435 1.9941
C 3.4926 -2.2144 3.2941
C 2.7547 -1.0604 3.5166
C 2.2470 -0.3439 2.4386
C 3.2024 1.1125 -0.9217
C 3.1824 1.5552 -2.2462
C 4.2580 2.2655 -2.7596
C 5.3520 2.5499 -1.9512
C 5.3671 2.1293 -0.6283
C 4.2943 1.4158 -0.1102
H 1.1322 -0.5466 -2.4462
H 2.4010 -1.5702 -1.8032
H 0.7505 -2.6398 -0.2491
H 0.1572 -2.7792 -1.8919
H -2.4490 1.3405 -1.1930
H -3.2760 2.3687 -3.2721
H -3.0140 1.1753 -5.4273
H -1.9513 -1.0592 -5.4763
H -1.1528 -2.0928 -3.3996
H -3.9092 -1.6476 -1.4070
H -5.4979 -3.4720 -0.9454
H -4.8036 -5.4067 0.4307
H -2.5148 -5.4997 1.3697
H -0.9277 -3.6738 0.9385
H 3.4419 -2.2640 -0.0877
H 4.3220 -3.5363 1.8170
H 3.8859 -2.7788 4.1328
H 2.5732 -0.7171 4.5283
H 1.6901 0.5609 2.6180
H 2.3270 1.3545 -2.8837
H 4.2404 2.5994 -3.7906
H 6.1919 3.1031 -2.3529
H 6.2184 2.3537 0.0045
H 4.3187 1.0840 0.9209
Cl -1.4869 0.8564 3.0304
C -1.9333 2.5371 3.1399
C -2.6026 2.9275 4.2759
C -3.0070 4.2477 4.3912
C -2.7535 5.1570 3.3762
C -2.0871 4.7506 2.2371
Cl -1.8028 5.9305 1.0150
C -1.6353 3.4168 2.0811
S -0.7340 2.9555 0.6759
H -2.8133 2.2082 5.0570
H -3.5318 4.5688 5.2824
H -3.0738 6.1880 3.4614
*
```

## Properties
* E_HOMO (alpha / beta): -0.3701 / -0.4040 hartree
* ⟨S²⟩: 2.0203
* orbital gap (alpha / beta): 8.26 / 5.64 eV

Here are the natural (NBO) charges for atoms 1 to 4, given in e: 0.352 -0.726 -0.722 0.887



[3]
Here is a molecular structure, C32H27Cl3F5N4O2STi from the Open Molecules 2025 dataset. Energies are from ωB97M-V/def2-TZVPD.

Structure (ORCA input):
```
! RIJCOSX wB97M-V def2-TZVPD def2/J DEFGRID3
* xyz -1 3
Ti -0.3722 0.6390 0.2320
C -0.5883 2.2849 -2.2607
N -0.3946 0.8367 -2.1171
C -1.4910 0.0592 -2.7077
C -2.5078 -0.3948 -1.7021
C -3.8336 -0.5871 -2.0452
C -4.7110 -1.1097 -1.1042
C -4.2254 -1.4312 0.1498
C -2.8908 -1.1944 0.4318
N -2.0442 -0.6744 -0.4679
C 0.9024 0.4006 -2.6476
C 2.0115 0.5251 -1.6473
C 3.2925 0.9005 -1.9936
C 4.2836 0.8336 -1.0283
C 3.9617 0.3912 0.2404
C 2.6438 0.0748 0.5284
N 1.6875 0.1340 -0.4060
C -1.7361 2.7331 -1.4078
C -2.6379 3.7041 -1.8068
C -3.6301 4.1058 -0.9254
C -3.6851 3.5173 0.3312
C -2.7525 2.5543 0.6639
N -1.7922 2.1620 -0.1872
H 0.3219 2.7843 -1.9063
H -0.7536 2.5576 -3.3140
H -1.9784 0.6028 -3.5256
H -1.0661 -0.8509 -3.1372
H -4.1735 -0.3248 -3.0390
H -5.7532 -1.2651 -1.3511
H -4.8664 -1.8531 0.9111
H -2.4651 -1.3907 1.4081
H 0.8129 -0.6656 -2.8654
H 1.1576 0.9111 -3.5848
H 3.5109 1.2401 -2.9972
H 5.2979 1.1252 -1.2683
H 4.7100 0.3118 1.0155
H 2.3316 -0.2612 1.5096
H -2.5515 4.1434 -2.7921
H -4.3439 4.8672 -1.2113
H -4.4370 3.8054 1.0524
H -2.7300 2.0726 1.6349
F 0.2465 -6.6326 -2.0801
C 0.6950 -5.8588 -1.0722
C 0.3036 -4.5398 -0.9599
F -0.5388 -4.0172 -1.8777
C 0.7709 -3.7530 0.0754
F 0.3238 -2.4799 0.0923
C 1.6575 -4.2105 1.0628
S 2.2317 -3.2360 2.3482
C 2.0206 -5.5611 0.9052
F 2.8591 -6.1295 1.7853
C 1.5624 -6.3628 -0.1213
F 1.9529 -7.6486 -0.2107
C -1.3289 0.5435 5.7743
C -0.5902 -0.4706 4.8915
C -1.1546 -1.8780 5.1300
C 0.9066 -0.4654 5.2337
C -0.7439 -0.1015 3.4759
C -0.7852 0.2412 2.3049
H -1.1689 0.3151 6.8318
H -2.4018 0.5190 5.5727
H -0.9668 1.5528 5.5747
H -1.0372 -2.1631 6.1796
H -0.6247 -2.6021 4.5100
H -2.2165 -1.9136 4.8771
H 1.0591 -0.7614 6.2758
H 1.3227 0.5332 5.0879
H 1.4407 -1.1606 4.5853
Cl 3.0505 3.8345 2.5012
C 1.7004 4.4697 1.5281
Cl 2.1915 6.0058 0.7989
Cl 0.3033 4.7553 2.5808
C 1.3549 3.3776 0.4367
O 1.7510 3.5897 -0.7070
O 0.7555 2.3981 0.9243
*
```

## Properties
* E_HOMO (alpha / beta): -0.1129 / -0.1379 hartree
* ⟨S²⟩: 2.0130
* orbital gap (alpha / beta): 5.08 / 5.76 eV

Here are the Mulliken charges for atoms 1 to 4, given in e: 0.373 -1.536 0.828 -1.484



[4]
Here is a molecular structure, C32H27CuIN2O2Si from the Open Molecules 2025 dataset. Energies are from ωB97M-V/def2-TZVPD.

Structure (ORCA input):
```
! RIJCOSX wB97M-V def2-TZVPD def2/J DEFGRID3
* xyz -1 1
Cu -0.3089 0.4762 0.0000
C -0.5597 4.5861 -2.1955
C 0.7854 3.9313 -2.2013
N 1.7160 4.3746 -2.9936
C 2.9293 3.7557 -2.9973
C 3.2273 2.6816 -2.2127
C 4.5766 2.0342 -2.3434
O 4.5189 0.7595 -2.9959
C 2.2276 2.1523 -1.3413
C 2.5568 1.0380 -0.4894
N 1.7372 0.3197 0.2020
C 2.2788 -0.7365 0.9674
C 3.2080 -1.6242 0.4283
C 3.7092 -2.6735 1.1813
C 3.2850 -2.8528 2.4887
C 2.3534 -1.9817 3.0351
C 1.8466 -0.9331 2.2818
I 0.4402 0.3424 3.1208
C 0.9572 2.7910 -1.2979
O -0.0051 2.4809 -0.5415
H -0.5786 5.3848 -2.9344
H -0.7870 4.9866 -1.2055
H -1.3416 3.8539 -2.4061
H 3.6691 4.1579 -3.6797
H 5.0552 1.9108 -1.3649
H 5.2279 2.6706 -2.9440
H 3.6057 0.4585 -2.9583
H 3.6209 0.7957 -0.4254
H 3.5147 -1.4991 -0.6028
H 4.4208 -3.3575 0.7370
H 3.6664 -3.6740 3.0812
H 2.0116 -2.1160 4.0524
C -4.2187 -4.5079 -0.3164
C -5.0717 -3.4128 -0.3893
C -4.5553 -2.1280 -0.3143
C -3.1840 -1.8931 -0.1639
C -2.3506 -3.0092 -0.0978
C -2.8559 -4.3027 -0.1705
Si -2.4846 -0.1251 -0.0253
C -3.1415 0.4960 1.6585
C -3.7318 -0.3226 2.6224
C -4.0499 0.1528 3.8907
C -3.7885 1.4720 4.2265
C -3.2022 2.3092 3.2831
C -2.8803 1.8233 2.0255
C -3.4964 0.8591 -1.3088
C -3.0479 0.8985 -2.6331
C -3.7335 1.5920 -3.6190
C -4.8938 2.2865 -3.3003
C -5.3548 2.2737 -1.9927
C -4.6641 1.5660 -1.0154
H -4.6177 -5.5136 -0.3762
H -6.1390 -3.5612 -0.5071
H -5.2325 -1.2823 -0.3792
H -1.2824 -2.8527 0.0147
H -2.1828 -5.1507 -0.1162
H -3.9425 -1.3597 2.3842
H -4.5009 -0.5131 4.6179
H -4.0352 1.8457 5.2132
H -2.9858 3.3416 3.5338
H -2.3900 2.4814 1.3130
H -2.1272 0.3847 -2.8921
H -3.3551 1.6046 -4.6346
H -5.4283 2.8393 -4.0635
H -6.2542 2.8188 -1.7288
H -5.0385 1.5743 0.0029
*
```

## Properties
* E_HOMO: -0.1532 hartree
* orbital gap: 6.56 eV

Here are the natural (NBO) charges for atoms 1 to 4, given in e: 0.599 -0.648 0.179 -0.423